*1*
Entry from the Open Molecules 2025 dataset: C41H40BrLaN7O11SSb as an isolated structure (wB97M-V/def2-TZVPD).

Values from the calculation:
Gap between HOMO and LUMO ... 7.360 eV
2S+1 ... 1
Molar mass ... 1179.446 Da

Each line ends with the Mulliken charge.
Positions of all 103 atoms, in Å:
La  12.794  15.460  12.949  2.289
N  14.943  13.927  13.977  -0.371
C  15.925  13.267  13.171  -0.879
C  16.246  14.040  11.863  -0.602
N  15.111  14.737  11.325  -0.423
H  15.353  14.758  14.422  0.017
H  14.585  13.398  14.765  0.149
H  15.705  12.221  12.926  0.466
H  16.840  13.202  13.737  0.460
H  16.579  13.221  11.183  0.263
H  17.113  14.667  12.001  0.355
H  14.988  14.574  10.321  0.241
H  15.396  15.712  11.342  0.122
O  11.645  19.355  15.494  -0.658
C  11.517  18.505  14.583  -0.005
O  12.471  17.647  14.231  0.627
C  10.139  18.258  13.906  0.548
C  9.247  19.352  13.960  -1.085
C  8.007  19.257  13.198  -0.412
C  7.662  18.051  12.577  -0.394
C  8.541  16.995  12.557  -0.012
C  9.761  17.047  13.269  -0.375
O  10.419  15.897  13.401  -0.359
N  8.054  15.774  11.902  1.069
O  8.288  14.642  12.393  -0.586
O  7.390  15.968  10.896  -0.613
N  7.067  20.341  13.095  0.945
O  7.048  21.212  13.980  -0.605
O  6.327  20.328  12.114  -0.598
H  9.564  20.201  14.513  0.779
H  6.657  17.999  12.077  0.497
N  9.604  20.007  9.242  -0.497
C  10.557  19.071  9.595  1.042
C  10.231  17.677  9.619  -0.605
C  11.211  16.817  10.108  -0.214
N  12.370  17.205  10.719  -0.225
C  12.729  18.502  10.542  -0.963
C  11.854  19.442  10.023  -0.825
H  8.859  19.785  8.624  0.237
H  9.985  20.958  9.071  0.209
H  9.342  17.257  9.136  0.337
H  11.077  15.724  10.050  0.188
H  13.757  18.703  10.713  0.777
H  12.139  20.508  9.919  0.194
N  9.975  13.381  14.224  0.113
C  10.578  12.726  15.363  -0.911
C  12.095  13.187  15.390  0.269
O  12.997  12.434  15.748  -0.711
O  12.169  14.401  14.869  0.311
H  9.001  13.117  14.023  0.526
H  10.516  13.124  13.354  -0.058
H  10.037  14.437  14.190  0.190
H  10.543  11.632  15.079  0.347
H  10.046  12.845  16.301  0.364
Br  11.741  7.843  9.854  -0.196
C  11.750  9.707  9.454  -0.122
C  11.617  10.128  8.132  -0.420
C  11.630  11.498  7.842  -0.653
C  11.882  12.461  8.798  -0.299
C  12.007  12.017  10.127  0.373
C  11.959  10.595  10.455  -0.427
C  12.042  13.015  11.293  0.800
O  12.129  14.293  10.967  -0.588
O  12.031  12.586  12.504  -1.055
H  11.397  9.459  7.339  0.444
H  11.457  11.846  6.814  0.356
H  12.017  13.512  8.525  0.417
H  12.040  10.346  11.510  0.497
S  15.280  17.412  13.400  -0.712
Sb  14.521  18.556  15.312  1.289
C  16.610  18.723  15.898  0.630
C  17.342  19.842  15.518  -0.297
C  18.644  20.005  16.022  -0.472
C  19.212  19.077  16.896  -0.728
C  18.455  17.931  17.193  -0.405
C  17.186  17.741  16.707  -0.729
C  14.202  20.624  14.658  0.732
C  13.901  20.939  13.357  -0.189
C  14.118  22.232  12.864  -0.752
C  14.491  23.208  13.814  -0.558
C  14.697  22.951  15.175  -0.681
C  14.508  21.603  15.622  -0.268
C  13.927  17.517  17.119  0.425
C  13.554  16.208  17.075  0.764
C  13.228  15.493  18.235  -0.782
C  13.209  16.213  19.451  -0.600
C  13.623  17.543  19.490  -0.692
C  13.985  18.226  18.326  -0.625
H  16.916  20.576  14.748  0.187
H  19.213  20.879  15.729  0.389
H  20.234  19.167  17.220  0.395
H  18.919  17.106  17.756  0.333
H  16.611  16.878  16.984  0.383
H  13.772  20.199  12.581  0.150
H  14.141  22.560  11.856  0.503
H  14.671  24.189  13.334  0.288
H  15.011  23.748  15.886  0.396
H  14.490  21.423  16.713  0.236
H  13.309  15.805  16.058  -0.329
H  13.085  14.455  18.181  0.621
H  12.898  15.828  20.408  0.387
H  13.559  18.057  20.455  0.365
H  14.219  19.297  18.287  0.276

=====

*2*
Entry from the Open Molecules 2025 dataset: C41H40BrLaN7O11SSb as an isolated structure (wB97M-V/def2-TZVPD).

Values from the calculation:
Gap between HOMO and LUMO ... 7.233 eV
2S+1 ... 1
Molar mass ... 1179.446 Da

Each line ends with the Mulliken charge.
Positions of all 103 atoms, in Å:
La  13.087  14.051  13.296  2.097
N  11.832  14.916  10.865  -0.164
C  10.652  15.808  10.838  -0.908
C  9.763  15.567  12.046  -0.513
N  10.525  15.399  13.302  -0.438
H  12.546  15.262  10.228  0.203
H  11.544  14.016  10.446  -0.074
H  10.113  15.714  9.868  0.400
H  10.999  16.838  10.895  0.401
H  9.148  14.670  11.860  0.209
H  9.063  16.418  12.160  0.504
H  9.861  15.257  14.070  0.245
H  10.962  16.313  13.536  0.012
O  10.328  13.844  16.138  -0.707
C  10.888  13.013  15.413  -0.546
O  12.135  12.637  15.375  -0.647
C  9.973  12.303  14.341  0.837
C  8.768  11.766  14.828  -0.045
C  7.956  11.130  13.931  -0.930
C  8.208  11.007  12.590  -0.406
C  9.370  11.588  12.103  -0.769
C  10.430  12.116  12.988  1.160
O  11.637  12.303  12.669  0.975
N  9.444  11.543  10.638  0.918
O  8.679  10.783  10.037  -0.654
O  10.308  12.255  10.092  -0.590
N  6.763  10.463  14.514  1.016
O  5.988  9.899  13.740  -0.631
O  6.686  10.514  15.751  -0.625
H  8.545  11.886  15.908  0.544
H  7.497  10.542  11.882  0.615
N  16.571  8.292  12.237  -0.493
C  15.874  9.344  12.732  1.150
C  14.470  9.360  12.761  -0.852
C  13.846  10.466  13.288  -0.784
N  14.484  11.582  13.730  -0.056
C  15.809  11.519  13.756  -0.677
C  16.531  10.423  13.307  -0.968
H  16.052  7.548  11.802  0.193
H  17.559  8.178  12.347  0.180
H  13.874  8.547  12.357  0.396
H  12.758  10.488  13.391  0.465
H  16.337  12.400  14.119  0.587
H  17.613  10.444  13.361  0.320
N  16.617  15.854  11.754  0.126
C  17.166  15.136  12.926  -0.662
C  16.211  15.395  14.133  -0.113
O  16.286  16.561  14.614  -0.589
O  15.364  14.533  14.426  -0.341
H  16.361  15.231  10.980  0.199
H  17.216  16.633  11.498  0.437
H  15.723  16.300  12.055  -0.046
H  18.177  15.499  13.143  0.467
H  17.187  14.073  12.684  0.138
Br  12.017  9.112  9.615  -0.146
C  13.367  10.259  9.047  -0.538
C  14.207  9.901  7.988  -0.445
C  15.245  10.773  7.642  -0.590
C  15.452  11.933  8.367  -0.864
C  14.597  12.272  9.429  0.012
C  13.568  11.430  9.793  0.442
C  15.002  13.482  10.235  -0.052
O  15.950  14.167  9.819  -0.967
O  14.358  13.725  11.315  0.752
H  13.981  8.964  7.464  0.408
H  15.924  10.529  6.822  0.367
H  16.278  12.625  8.131  0.378
H  12.924  11.663  10.627  0.694
S  13.346  17.061  13.047  -0.944
Sb  14.145  17.411  15.325  1.325
C  15.116  19.224  14.779  0.761
C  14.454  20.178  14.039  -0.196
C  15.149  21.277  13.517  -0.701
C  16.495  21.451  13.817  -0.532
C  17.129  20.513  14.622  -0.767
C  16.458  19.373  15.076  -0.577
C  12.389  18.301  16.204  0.624
C  11.302  17.476  16.447  -0.436
C  10.203  17.977  17.158  -0.825
C  10.206  19.291  17.631  -0.559
C  11.314  20.087  17.424  -0.633
C  12.398  19.621  16.653  -0.525
C  14.648  16.246  17.149  0.785
C  14.148  14.995  17.458  -0.602
C  14.460  14.409  18.713  -0.700
C  15.145  15.138  19.696  -0.513
C  15.625  16.409  19.377  -0.698
C  15.416  16.943  18.097  -0.474
H  13.388  20.035  13.790  0.317
H  14.622  21.992  12.894  0.406
H  17.021  22.319  13.415  0.386
H  18.168  20.625  14.865  0.417
H  16.991  18.599  15.641  0.294
H  11.243  16.465  16.059  0.504
H  9.358  17.331  17.387  0.491
H  9.356  19.664  18.211  0.360
H  11.325  21.114  17.789  0.379
H  13.277  20.270  16.461  0.288
H  13.506  14.424  16.780  0.740
H  14.111  13.394  18.929  0.473
H  15.344  14.722  20.684  0.379
H  16.179  17.002  20.111  0.402
H  15.872  17.902  17.851  0.333

=====

The most stable structure shown above is *2*; the least stable is *1*.